# H9N3Si2

2 unconnected molecules or ions with the total composition H9N3Si2 (ωB97M-V with the def2-TZVPD basis set, the OMol25 dataset).

Its spin multiplicity is 3. Its HOMO-LUMO gap (alpha / beta) is 0.2547 / 0.2409 hartree. The highest occupied orbital energy (alpha / beta) is -6.29 / -9.17 eV. Its net charge is 0.

Each line ends with the Löwdin spin population.
Geometry (Å):
N  2.53893  0.98895  0.25129  0.89
N  -1.55113  -0.20122  1.29114  0.02
N  -1.88803  -0.05673  -1.39108  0.03
Si  1.25546  0.63989  -0.73629  0.70
Si  -1.07433  0.73895  -0.16748  0.19
H  2.23202  1.66869  0.91959  0.03
H  2.10529  -2.17805  1.32437  0.01
H  -1.09242  0.22000  2.11301  0.00
H  -1.28178  -1.19438  1.15023  0.00
H  -1.71844  0.27953  -2.33859  0.00
H  -1.89910  -0.98232  -1.19238  0.00
H  2.53932  -2.20937  0.69937  0.01
H  1.64491  0.14869  -2.01726  0.08
H  -1.81069  2.13737  0.09407  0.03


# H9O4

4 unconnected molecules or ions with the total composition H9O4 (ωB97M-V with the def2-TZVPD basis set, the OMol25 dataset).

Its spin multiplicity is 1. Its HOMO-LUMO gap is 0.3322 hartree. The highest occupied orbital energy is -12.92 eV. Its net charge is +1.

Each line ends with the Löwdin charge.
Geometry (Å):
O  0.01955  6.34544  -5.53534  -0.07
H  0.97772  6.21245  -5.55649  0.03
H  0.79657  0.81785  2.56263  0.08
H  -0.31545  5.91330  -6.33685  0.04
O  -0.95690  -1.84592  1.98879  0.16
H  -0.49273  -2.77699  1.55809  0.13
H  -1.23466  -1.44833  1.13261  0.16
O  0.65336  -0.00868  3.03660  -0.01
H  1.39346  -0.10897  3.64007  0.09
H  -0.26188  -1.12534  2.15210  0.10
O  -0.31645  -3.66389  0.46801  0.05
H  -0.89083  -4.45066  0.38348  0.14
H  0.62823  -3.86027  0.50630  0.12


# H9O4

4 unconnected molecules or ions with the total composition H9O4 (ωB97M-V with the def2-TZVPD basis set, the OMol25 dataset).

Its spin multiplicity is 1. Its HOMO-LUMO gap is 0.4873 hartree. The highest occupied orbital energy is -16.49 eV. Its net charge is +1.

Each line ends with the Löwdin charge.
Geometry (Å):
O  -0.88380  -2.05661  0.35916  -0.01
H  -0.42564  -2.32050  1.16171  0.08
H  -0.72720  -2.71388  -0.33218  0.09
O  -1.44800  2.51818  -0.22131  0.00
H  -1.44396  3.32828  0.29398  0.09
H  -2.11872  2.51938  -0.91691  0.09
O  2.22761  -0.84306  0.25705  -0.01
H  2.60940  -0.97284  -0.62100  0.09
H  2.93643  -0.95179  0.89531  0.09
O  0.02995  0.38017  -0.41074  0.20
H  -0.57570  1.13330  -0.15889  0.10
H  0.95665  0.12454  -0.14377  0.10
H  -0.47153  -0.45636  -0.20863  0.10


# H9O4S

5 unconnected molecules or ions with the total composition H9O4S (ωB97M-V with the def2-TZVPD basis set, the OMol25 dataset).

Its spin multiplicity is 1. Its HOMO-LUMO gap is 0.2547 hartree. The highest occupied orbital energy is -3.52 eV. Its net charge is -1.

Each line ends with the Löwdin charge.
Geometry (Å):
S  -0.39821  -0.82604  -1.09450  0.00
H  0.00980  -1.75851  -2.00029  -0.34
H  -2.48799  -1.05970  1.81483  0.02
H  -1.03116  -0.73588  1.30843  -0.09
O  -1.57806  -0.93968  2.08367  -0.12
H  2.69047  -1.74337  -0.43546  0.00
H  1.53198  -1.40550  -1.27517  -0.16
O  2.40070  -1.95187  -1.33283  -0.22
H  -0.21361  0.54843  3.19163  0.01
H  1.14467  1.17566  3.33755  0.02
O  0.40057  1.14203  2.73480  -0.07
H  -1.18299  3.19231  -1.03356  0.02
H  0.10985  2.59680  -1.40345  0.02
O  -0.49023  3.29679  -1.69054  -0.09


# H9O4S

5 unconnected molecules or ions with the total composition H9O4S (ωB97M-V with the def2-TZVPD basis set, the OMol25 dataset).

Its spin multiplicity is 1. Its HOMO-LUMO gap is 0.2959 hartree. The highest occupied orbital energy is -4.30 eV. Its net charge is -1.

Each line ends with the Löwdin charge.
Geometry (Å):
S  -1.13765  -1.02200  -0.19522  0.13
H  -1.99829  -2.00587  0.10145  -0.36
H  -1.26196  1.15559  0.60930  -0.12
H  -2.48738  1.84482  1.09165  0.02
O  -1.54420  2.01279  0.99296  -0.14
H  0.62614  -0.77271  -1.72858  -0.11
H  1.68079  -1.62140  -2.20457  0.03
O  1.49401  -0.67236  -2.18240  -0.14
H  1.32813  1.25041  -0.99961  -0.01
H  0.35717  2.12091  -0.31098  0.00
O  1.23710  2.17079  -0.71058  -0.07
H  1.56882  -0.88511  1.64233  0.01
H  0.21281  -1.45233  1.70304  -0.09
O  1.04052  -1.43232  2.23622  -0.15


# H9O5

5 unconnected molecules or ions with the total composition H9O5 (ωB97M-V with the def2-TZVPD basis set, the OMol25 dataset).

Its spin multiplicity is 1. Its HOMO-LUMO gap is 0.3325 hartree. The highest occupied orbital energy is -5.02 eV. Its net charge is -1.

Each line ends with the Löwdin charge.
Geometry (Å):
O  -0.66838  -0.51662  -0.35154  -0.40
H  -0.30611  -1.32823  -0.74726  -0.06
O  -2.44470  0.74224  -1.72914  -0.28
H  -2.81732  1.17979  -0.91183  0.00
H  -1.75343  0.06562  -1.16480  -0.01
O  -1.71685  -0.30979  2.64008  -0.10
H  -0.92784  0.03350  3.04174  0.00
H  -1.50318  -0.36377  1.67458  0.01
O  1.44968  1.18964  -0.15567  -0.09
H  0.76742  0.56760  -0.41550  -0.04
H  1.33592  1.79122  -0.89040  0.02
O  3.33276  -1.11587  -0.36760  -0.12
H  3.12176  -0.20063  -0.51427  -0.02
H  2.46273  -1.66186  -0.36137  0.08


# HI2OP

A molecular structure, HI2OP (ωB97M-V with the def2-TZVPD basis set, the OMol25 dataset).

Its spin multiplicity is 1. Its HOMO-LUMO gap (alpha / beta) is 0.2081 / 0.2080 hartree. The highest occupied orbital energy (alpha / beta) is -8.53 / -8.52 eV. Its net charge is 0.

Each line ends with the Löwdin charge.
Geometry (Å):
O  0.18215  0.03000  1.03756  -0.43
P  -2.81114  0.13579  1.18232  -0.18
I  -3.48086  -1.60423  -0.23006  0.34
I  -3.11625  2.09773  -0.11868  0.33
H  0.80091  -0.36397  1.74405  -0.05


# HI3OP

2 unconnected molecules or ions with the total composition HI3OP (ωB97M-V with the def2-TZVPD basis set, the OMol25 dataset).

Its spin multiplicity is 1. Its HOMO-LUMO gap is 0.1514 hartree. The highest occupied orbital energy is -11.94 eV. Its net charge is +1.

Each line ends with the Löwdin charge.
Geometry (Å):
O  2.13837  -1.30143  1.31979  -0.37
P  1.91400  -1.03759  -0.28216  0.72
I  -0.50898  -1.24302  -0.33923  0.61
I  -2.17381  3.03364  -1.61527  0.00
I  -4.29883  1.64583  -0.79169  0.02
H  2.92927  -1.09742  1.70856  0.02


# HI5Si2

2 unconnected molecules or ions with the total composition HI5Si2 (ωB97M-V with the def2-TZVPD basis set, the OMol25 dataset).

Its spin multiplicity is 1. Its HOMO-LUMO gap is 0.2256 hartree. The highest occupied orbital energy is -8.58 eV. Its net charge is 0.

Each line ends with the Löwdin charge.
Geometry (Å):
Si  1.29735  -0.71749  0.80909  -0.35
Si  -0.98260  0.69491  -1.01820  -0.85
I  1.91264  0.03096  3.07624  0.32
I  0.25244  -2.98434  0.99937  0.27
I  -2.83942  -0.88368  -0.69867  0.28
I  -1.37994  2.91098  0.13896  0.21
I  -0.81083  1.50739  -3.39206  0.26
H  2.55036  -0.55871  0.08527  -0.16


# HI5Si2

HI5Si2 in the gas phase (ωB97M-V with the def2-TZVPD basis set, the OMol25 dataset).

Its spin multiplicity is 1. Its HOMO-LUMO gap is 0.2845 hartree. The highest occupied orbital energy is -9.48 eV. Its net charge is 0. Its SMILES is I[SiH](I)[Si](I)(I)I.

Each line ends with the Löwdin charge.
Geometry (Å):
I  0.66636  -1.58379  2.63889  0.38
Si  1.07131  -0.10653  0.71309  -0.51
I  2.11279  -1.71143  -0.96558  0.27
Si  -0.89509  0.29545  -0.42751  -0.78
I  -0.96540  3.17926  -0.09696  0.06
I  -1.31930  -0.02226  -2.87394  0.32
I  -2.86574  -0.92070  0.46210  0.34
H  2.19507  0.87001  0.54991  -0.09


# HN2O2

A gas-phase ion, HN2O2 (charge -1) (ωB97M-V with the def2-TZVPD basis set, the OMol25 dataset).

Its spin multiplicity is 1. Its HOMO-LUMO gap is 0.3339 hartree. The highest occupied orbital energy is -3.71 eV. Its net charge is -1. Its SMILES is N=[N+]([O-])[O-].

Each line ends with the Löwdin charge.
Geometry (Å):
N  0.90480  -0.57273  -0.11773  -0.02
N  -0.20707  0.19732  -0.21472  -0.65
O  -0.67888  0.42812  -1.36872  -0.17
O  -0.81944  0.62252  0.79536  -0.16
H  0.80059  -0.67523  0.90581  -0.01


# HN2O4S

A gas-phase ion, HN2O4S (charge -1) (ωB97M-V with the def2-TZVPD basis set, the OMol25 dataset).

Its spin multiplicity is 1. Its HOMO-LUMO gap is 0.3302 hartree. The highest occupied orbital energy is -4.95 eV. Its net charge is -1.

Each line ends with the Löwdin charge.
Geometry (Å):
N  -0.38392  0.17664  -0.21568  -0.10
N  -0.36042  -0.86165  -1.01502  -0.56
O  -1.28751  -0.93959  -1.85029  -0.06
O  0.36973  0.06536  2.37593  -0.52
O  0.56866  -1.68913  -0.88340  -0.06
O  1.15038  1.86234  1.02901  -0.55
S  1.01997  0.40069  1.12368  0.68
H  -1.07688  0.98534  -0.56422  0.17


# HN3

2 unconnected molecules or ions with the total composition HN3 (ωB97M-V with the def2-TZVPD basis set, the OMol25 dataset).

Its spin multiplicity is 1. Its HOMO-LUMO gap (alpha / beta) is 0.3708 / 0.3639 hartree. The highest occupied orbital energy (alpha / beta) is -10.89 / -10.40 eV. Its net charge is 0.

Each line ends with the Löwdin charge.
Geometry (Å):
N  2.73234  -0.59658  0.12264  -0.07
N  2.87084  0.61344  0.43159  0.04
N  1.90825  0.12575  -0.64826  0.00
H  -0.63867  -0.59142  -1.11829  0.02


# HN3

HN3 in the gas phase (ωB97M-V with the def2-TZVPD basis set, the OMol25 dataset).

Its spin multiplicity is 3. Its HOMO-LUMO gap (alpha / beta) is 0.3488 / 0.3080 hartree. The highest occupied orbital energy (alpha / beta) is -8.09 / -11.64 eV. Its net charge is 0.

Each line ends with the Löwdin spin population.
Geometry (Å):
N  -1.65922  0.61088  0.07807  0.75
N  -1.70159  -0.62140  0.13604  0.76
N  -0.53746  -0.01549  -0.59368  0.42
H  0.17451  0.09296  0.17834  0.06


# HN3O4

HN3O4 in the gas phase (ωB97M-V with the def2-TZVPD basis set, the OMol25 dataset).

Its spin multiplicity is 1. Its HOMO-LUMO gap (alpha / beta) is 0.3448 / 0.3447 hartree. The highest occupied orbital energy (alpha / beta) is -10.33 / -10.33 eV. Its net charge is 0.

Each line ends with the Löwdin charge.
Geometry (Å):
N  0.70237  0.92447  -0.01424  0.04
N  0.06482  -0.22208  0.03716  -0.24
N  -1.50855  -0.02040  -0.05734  -0.35
O  0.51779  -1.34968  -0.03722  0.02
O  -1.80878  1.10605  -0.00330  0.16
O  -2.08973  -1.00151  -0.07555  0.21
O  2.02402  0.78575  -0.10375  0.00
H  2.09807  -0.22260  0.25424  0.17


# HN3O4S

2 unconnected molecules or ions with the total composition HN3O4S (ωB97M-V with the def2-TZVPD basis set, the OMol25 dataset).

Its spin multiplicity is 1. Its HOMO-LUMO gap is 0.3834 hartree. The highest occupied orbital energy is -10.58 eV. Its net charge is 0.

Each line ends with the Löwdin charge.
Geometry (Å):
N  -2.03209  -1.98234  -0.86655  0.12
N  -1.09704  -1.47611  -0.66212  -0.02
N  1.18383  -0.31692  0.55350  -0.53
O  2.10826  -1.08657  0.40021  0.04
O  0.89624  0.19465  1.57210  0.04
O  -1.11892  0.78316  0.01483  -0.35
O  1.02947  1.81975  -0.83714  -0.41
S  0.28559  0.57838  -0.86759  1.00
H  -1.25534  1.48600  0.69275  0.11


# HN3O5

2 unconnected molecules or ions with the total composition HN3O5 (ωB97M-V with the def2-TZVPD basis set, the OMol25 dataset).

Its spin multiplicity is 1. Its HOMO-LUMO gap (alpha / beta) is 0.3387 / 0.3191 hartree. The highest occupied orbital energy (alpha / beta) is -11.98 / -11.89 eV. Its net charge is 0.

Each line ends with the Löwdin charge.
Geometry (Å):
N  -0.03612  0.15512  0.09471  0.19
N  0.69984  -1.07628  0.14970  -0.42
N  0.34838  1.56229  0.10407  -0.43
O  1.84599  -0.97630  0.47782  0.13
O  0.09609  -2.05406  -0.16335  0.10
O  1.48112  1.80774  0.09110  0.19
O  -0.63301  2.20114  0.09189  0.16
O  -1.79683  -0.34723  -0.56866  0.02
H  -2.00548  -1.27243  -0.27727  0.06


# HN3S

HN3S in the gas phase (ωB97M-V with the def2-TZVPD basis set, the OMol25 dataset).

Its spin multiplicity is 1. Its HOMO-LUMO gap (alpha / beta) is 0.2281 / 0.2281 hartree. The highest occupied orbital energy (alpha / beta) is -8.16 / -8.16 eV. Its net charge is 0.

Each line ends with the Löwdin charge.
Geometry (Å):
N  0.05069  0.80113  0.08187  -0.23
N  -0.90394  1.45029  0.18468  0.26
N  0.40774  -0.38504  -0.10382  -0.47
S  -0.99354  -1.44319  0.14149  0.30
H  1.43905  -0.42319  -0.30423  0.14


# HN4O3

2 unconnected molecules or ions with the total composition HN4O3 (ωB97M-V with the def2-TZVPD basis set, the OMol25 dataset).

Its spin multiplicity is 1. Its HOMO-LUMO gap (alpha / beta) is 0.2543 / 0.2903 hartree. The highest occupied orbital energy (alpha / beta) is -2.62 / -4.13 eV. Its net charge is -1.

Each line ends with the Löwdin charge.
Geometry (Å):
N  0.41876  -0.03552  1.02734  -0.11
N  -1.88339  0.04654  -0.43487  0.01
N  -0.22396  -1.14898  1.00717  -0.03
N  0.98928  0.38574  -0.13641  -0.58
O  1.13330  -0.44684  -1.02266  -0.06
O  -1.30075  1.10888  -0.38054  -0.14
O  1.39629  1.52217  -0.15599  -0.04
H  -0.52952  -1.43199  0.09597  -0.04


# HN4O4

2 unconnected molecules or ions with the total composition HN4O4 (ωB97M-V with the def2-TZVPD basis set, the OMol25 dataset).

Its spin multiplicity is 1. Its HOMO-LUMO gap is 0.2798 hartree. The highest occupied orbital energy is -5.06 eV. Its net charge is -1.

Each line ends with the Löwdin charge.
Geometry (Å):
N  1.54095  -0.09839  -1.47327  -0.13
N  -0.47668  -0.03953  0.63388  0.13
N  0.39618  -0.51690  -1.21859  -0.18
N  -0.67648  0.82910  1.54348  -0.59
O  -0.43530  -1.29831  -1.48066  0.03
O  -0.26265  1.97134  1.39886  -0.03
O  2.03911  -0.46903  -2.59956  -0.21
O  -1.32907  0.56523  2.56820  -0.06
H  -0.79606  -0.94353  0.62765  0.04


Energy above the lowest of the compared OMol25 structures with the same formula, charge and spin per entry: 1.245; 1.455; 0.519; 1.326; 0.543; 0.658; 4.326; 1.997; 1.742; 1.052; 0.084; 1.463; 5.600; 4.310; 2.433; 0.732; 3.060; 3.225; 1.901; 2.185 eV
Largest force on an atom per entry: 0.0754; 0.0419; 0.0365; 0.0269; 0.0189; 0.0581; 0.0446; 0.1154; 0.0342; 0.0499; 0.0599; 0.0677; 0.0289; 0.1758; 0.0856; 0.0508; 0.0939; 0.0867; 0.0932; 0.0857 hartree/bohr